The following is a quantum chemistry calculation of 7 unconnected molecules or ions with the total composition C36H90ClN6O16 at a distorted geometry, from the Open Molecules 2025 dataset.

```
149
Properties=species:S:1:pos:R:3:forces:R:3
Cl -0.363318 -0.095896 -0.960769 -0.45 -0.89 -0.34
O 0.377522 -0.544698 -2.122486 0.39 0.27 0.21
O -1.661122 -0.720541 -1.008584 0.00 0.30 0.23
O 0.301211 -0.507939 0.259745 0.38 0.10 0.00
O -0.488292 1.344065 -0.981821 0.09 0.17 0.06
C -1.857003 -1.053328 2.756067 0.31 0.42 -0.61
O -2.074313 0.052464 3.621499 -0.20 -0.53 0.26
C -1.179292 1.100629 3.349975 0.59 0.29 0.00
C -1.681521 2.319960 4.085985 -0.25 0.26 -0.44
N -2.813871 2.902244 3.350778 -0.14 0.12 0.84
C -3.438992 4.028658 4.067474 -0.12 -0.30 -0.64
C -4.371939 3.600696 5.182553 0.05 0.42 0.72
O -5.290810 2.683658 4.649665 -0.13 -0.23 -0.05
C -6.145040 2.111937 5.614494 0.18 -0.07 -0.21
H -2.386759 -1.951508 3.066682 -0.22 0.25 0.37
H -0.787895 -1.282609 2.705383 -0.02 -0.06 -0.06
H -2.190645 -0.764130 1.754286 0.15 -0.30 -0.13
H -1.075966 1.301761 2.274402 -0.36 -0.01 -0.02
H -0.148467 0.859083 3.665223 -0.20 -0.19 0.23
H -0.902501 3.088025 4.132819 0.06 -0.11 0.07
H -1.956849 2.021032 5.106503 0.15 0.02 0.07
H -3.552484 2.200858 3.335330 0.19 -0.16 -0.42
H -4.031974 4.556217 3.320040 -0.05 0.15 0.12
H -2.675529 4.727750 4.412256 -0.01 -0.03 0.14
H -4.899805 4.473540 5.605555 0.02 0.04 -0.21
H -3.853574 3.156814 6.049015 0.14 -0.15 -0.24
H -6.533539 1.189489 5.185246 -0.09 0.04 0.04
H -6.976500 2.781591 5.858501 0.02 0.03 0.07
H -5.588282 1.866294 6.525633 -0.06 0.00 0.04
C -2.347120 -0.695248 -5.703116 0.21 0.40 -0.36
O -3.000575 0.120330 -4.764574 -0.46 -0.33 -0.21
C -2.259517 1.288704 -4.544960 0.39 0.12 0.43
C -2.982407 2.267126 -3.640709 0.06 -0.04 -0.26
N -3.242470 1.670026 -2.352686 -0.07 0.28 -0.06
C -3.887020 2.608763 -1.455224 0.72 -0.17 0.33
C -4.153840 2.070550 -0.048094 -0.62 0.97 -0.21
O -4.624972 0.756787 -0.064138 0.32 -0.34 -0.02
C -4.990514 0.331672 1.212288 -0.52 0.22 0.63
H -2.828941 -1.663397 -5.828597 -0.24 0.07 0.38
H -1.300837 -0.852597 -5.416601 -0.01 -0.07 -0.07
H -2.373553 -0.191098 -6.682552 0.23 -0.13 -0.04
H -1.992817 1.785782 -5.492164 -0.12 -0.06 -0.03
H -1.315066 1.008096 -4.046811 0.02 0.08 -0.10
H -3.924660 2.606256 -4.085108 0.00 -0.12 -0.07
H -2.317380 3.153392 -3.587289 -0.12 0.05 0.08
H -2.333812 1.407807 -1.981098 -0.27 -0.20 0.31
H -4.828737 2.950103 -1.889439 0.00 -0.10 -0.17
H -3.238056 3.495244 -1.302351 -0.31 0.17 -0.06
H -4.955854 2.734729 0.340497 0.14 -0.12 0.18
H -3.310650 2.238349 0.634296 0.22 -0.47 -0.14
H -5.779338 0.994704 1.612200 -0.04 -0.15 0.00
H -4.191231 0.345484 1.966781 0.27 0.08 -0.31
H -5.374307 -0.686439 1.169746 0.00 0.00 -0.23
C 2.238406 -1.481235 3.162815 0.38 0.21 0.04
O 2.482676 -2.849469 3.418773 0.19 0.09 0.19
C 2.489649 -3.134260 4.802791 -0.14 0.27 0.09
C 3.043313 -4.530571 4.979034 -0.74 -0.28 -0.52
N 4.461393 -4.679456 4.672625 0.12 0.57 0.41
C 5.322032 -4.081409 5.709776 -0.05 -0.09 -0.12
C 6.760008 -4.537874 5.568598 -0.06 -0.46 0.13
O 7.466692 -3.883095 4.535053 0.13 0.02 -0.07
C 7.508079 -4.596147 3.318672 -0.02 -0.14 -0.19
H 1.403941 -1.099533 3.760721 -0.17 -0.11 -0.18
H 2.049499 -1.367757 2.098334 -0.20 0.07 0.03
H 3.118432 -0.875669 3.428296 -0.03 -0.08 -0.02
H 1.462752 -3.067670 5.193082 0.04 -0.06 0.02
H 3.085235 -2.382838 5.342290 0.03 -0.04 -0.02
H 2.475819 -5.142877 4.266543 0.14 -0.06 0.04
H 2.766002 -4.920276 5.960262 0.42 0.03 0.16
H 4.598893 -4.102179 3.844928 0.01 -0.34 -0.20
H 4.970184 -4.414225 6.690897 -0.08 0.02 -0.03
H 5.285625 -2.985621 5.679057 0.07 0.01 0.21
H 6.731038 -5.625994 5.413229 0.13 0.09 -0.15
H 7.316114 -4.380759 6.496393 -0.06 0.27 0.00
H 6.511012 -4.726010 2.890689 0.03 -0.06 -0.04
H 7.966811 -5.585285 3.440249 -0.09 0.00 0.12
H 8.125193 -4.043418 2.612055 -0.04 0.17 0.10
C -3.733800 7.719265 3.666738 -0.41 0.22 0.77
O -3.296313 6.783975 2.733316 0.17 0.08 -0.01
C -2.311233 7.299452 1.862346 0.22 0.58 -0.30
C -1.875796 6.208486 0.919606 -0.35 -0.19 0.02
N -1.038962 5.233029 1.608925 -0.14 -0.22 -0.42
C -0.545265 4.151113 0.725904 -0.20 0.55 0.71
C 0.486541 4.628414 -0.262591 0.30 -0.73 0.10
O -0.136642 5.111114 -1.432868 -0.06 0.44 0.00
C 0.788111 5.694135 -2.309238 0.04 -0.04 -0.32
H -2.917377 8.227542 4.199287 0.14 -0.02 -0.28
H -4.306975 7.207947 4.447317 -0.01 -0.16 -0.22
H -4.399436 8.479666 3.235528 0.16 0.01 -0.16
H -1.455351 7.692250 2.430507 0.01 -0.25 0.11
H -2.693632 8.167405 1.298854 -0.25 -0.19 -0.01
H -1.354245 6.633381 0.062287 0.18 0.01 0.13
H -2.794821 5.748665 0.514728 0.09 0.01 -0.07
H -1.634516 4.754596 2.280294 0.01 0.10 0.07
H -1.347515 3.631731 0.188739 0.05 -0.04 0.00
H -0.090575 3.457061 1.433601 0.13 -0.30 -0.35
H 1.119046 3.768260 -0.530620 0.03 0.12 -0.02
H 1.122674 5.394501 0.201509 -0.06 0.10 -0.05
H 1.562571 4.975482 -2.609936 -0.04 0.00 0.01
H 1.292148 6.573437 -1.883225 -0.07 -0.06 0.16
H 0.243273 6.015915 -3.197259 0.01 -0.06 0.01
C 5.131560 1.935718 -8.872571 0.11 -0.14 0.42
O 4.195328 1.591924 -7.877471 -0.06 0.18 -0.12
C 4.798002 1.341241 -6.629565 0.33 -0.37 0.26
C 3.736539 0.965001 -5.628005 -0.09 -0.42 -0.11
N 3.165939 -0.349134 -5.958763 0.19 0.58 -0.08
C 1.887312 -0.548014 -5.266679 0.13 0.15 -0.55
C 1.370009 -1.936305 -5.443919 -0.28 -1.33 0.22
O 0.788592 -2.096800 -6.729108 0.09 0.90 -0.28
C 0.235196 -3.347949 -6.920178 0.28 -1.37 0.04
H 5.577341 2.918061 -8.670887 -0.10 0.05 -0.10
H 4.604385 1.936970 -9.821631 0.08 0.06 -0.09
H 5.954506 1.208271 -8.887807 -0.08 -0.03 -0.18
H 5.376681 2.198856 -6.257397 -0.13 0.15 -0.20
H 5.500330 0.496877 -6.730186 -0.02 0.08 0.01
H 2.962558 1.746755 -5.621368 0.10 0.06 0.16
H 4.212786 0.900786 -4.646577 -0.16 0.14 0.09
H 2.997964 -0.299072 -6.959732 -0.18 -0.33 0.02
H 1.126506 0.123658 -5.692092 -0.05 0.15 0.43
H 2.027966 -0.350540 -4.204700 -0.13 0.07 0.03
H 0.614231 -2.211419 -4.694564 0.00 0.40 0.09
H 2.168919 -2.687314 -5.329532 0.12 0.22 0.00
H -0.543856 -3.619659 -6.193928 -0.08 0.34 0.01
H 1.000663 -4.142060 -6.828846 -0.01 0.14 0.05
H -0.161053 -3.448170 -7.929633 -0.12 0.35 0.00
C 0.736918 -7.300244 -2.862884 -0.27 -0.31 -0.37
O 0.295708 -6.044133 -2.446809 0.04 0.13 0.24
C 1.356495 -5.120124 -2.383960 0.17 0.21 -0.40
C 0.888248 -3.750391 -1.932996 -0.35 -0.40 0.83
N 0.079769 -3.769546 -0.693932 0.59 0.07 -0.48
C 0.917919 -4.010632 0.477144 0.34 0.28 -0.04
C 0.097864 -4.319921 1.703176 -0.12 0.51 -0.13
O -0.562840 -5.558923 1.604871 0.01 -0.19 0.05
C -1.058812 -5.982722 2.847404 -0.03 -0.19 -0.28
H -0.059282 -8.024004 -2.678233 0.04 0.07 0.17
H 1.643948 -7.611263 -2.332869 0.01 -0.05 0.02
H 0.924498 -7.331111 -3.948382 0.21 0.12 0.08
H 1.787084 -4.996924 -3.393469 0.07 -0.01 0.07
H 2.173607 -5.500677 -1.753796 -0.15 -0.10 0.13
H 0.272171 -3.316232 -2.716559 0.05 0.19 0.03
H 1.781970 -3.134647 -1.750416 0.05 0.10 -0.49
H -0.199064 -2.797431 -0.601978 -0.57 -0.08 0.04
H 1.490753 -3.096490 0.710916 0.06 -0.11 0.08
H 1.671355 -4.779626 0.285205 -0.26 -0.22 0.00
H -0.628036 -3.492289 1.783581 -0.11 -0.22 0.19
H 0.734692 -4.288383 2.593196 0.06 -0.07 -0.01
H -1.767054 -5.263688 3.277611 0.10 0.07 0.06
H -0.234444 -6.173324 3.548740 -0.09 0.11 0.12
H -1.591333 -6.919396 2.678921 0.02 0.00 0.02
```
Positions in Å, forces in eV/Å.

The calculation puts the HOMO-LUMO gap at 7.8 eV. As for the total charge: -1. The value obtained for the HOMO energy is -5.49 eV. As for the molecular weight: 898.60 g/mol.